The following is a DFT calculation (the ωB97M-V functional and the def2-TZVPD basis) of C16H44AsF6O6 as an isolated structure in a non-equilibrium geometry.

Structure (XYZ):
```
73
Properties=species:S:1:pos:R:3:forces:R:3
As 0.322 0.061 2.034 -0.5 0.7 1.5
F -0.114 1.229 0.782 0.6 -1.0 0.3
F -0.311 1.327 3.208 0.9 -1.4 -1.1
F 0.695 -0.961 3.463 -0.3 0.6 -1.4
F 0.925 -1.180 0.890 -0.7 1.1 0.9
F 2.015 0.711 2.118 -1.8 -0.5 -0.1
F -1.358 -0.615 1.956 1.8 0.4 -0.1
C 5.400 -4.056 2.620 0.1 0.3 0.5
C 5.799 -2.907 3.610 -1.0 -0.3 -0.9
O 5.026 -2.975 4.839 1.3 -0.3 -0.7
H 6.016 -4.216 1.734 0.3 0.8 -0.1
H 4.388 -3.865 2.263 -0.1 -0.2 0.1
H 5.463 -5.044 3.074 -0.3 0.1 0.5
H 5.566 -1.942 3.161 -0.1 0.0 -0.3
H 6.879 -2.858 3.749 -0.1 -0.4 0.8
H 4.120 -2.791 4.581 -0.2 0.1 0.0
C 4.891 1.776 -4.183 -0.7 1.0 0.7
C 3.808 1.629 -3.106 0.4 -0.3 0.7
O 2.525 1.327 -3.639 0.4 0.1 0.1
H 5.875 1.699 -3.720 0.0 -0.4 -0.2
H 4.813 2.820 -4.487 0.1 0.0 -0.5
H 4.771 1.151 -5.067 0.0 -0.2 0.3
H 3.754 2.504 -2.458 0.0 0.9 -0.5
H 4.050 0.930 -2.305 0.3 -1.0 -0.5
H 2.040 1.103 -2.841 -0.6 -0.1 -0.2
C -5.663 4.338 0.884 0.1 -0.2 0.7
C -5.567 4.003 -0.618 -0.2 1.5 1.9
C -6.621 4.854 -1.266 -0.8 -0.3 -0.6
O -4.278 4.492 -1.019 -0.5 -1.0 -0.6
H -5.117 5.256 1.102 0.0 0.2 -0.4
H -5.196 3.608 1.545 -0.1 -0.3 -0.1
H -6.687 4.509 1.218 -0.1 -0.3 0.0
H -5.722 2.934 -0.759 0.3 0.0 -0.4
H -6.701 4.678 -2.339 0.5 0.6 -0.2
H -6.470 5.879 -0.928 0.2 0.2 -0.7
H -7.634 4.627 -0.935 0.1 -0.4 0.4
H -3.690 3.822 -0.663 0.6 0.1 -0.1
C -5.906 -4.724 0.789 0.5 0.0 -0.1
C -6.763 -3.792 -0.044 0.4 -1.3 -1.6
C -6.001 -3.144 -1.194 0.6 -0.1 0.3
O -7.738 -4.586 -0.714 -1.9 0.2 0.5
H -6.445 -5.324 1.521 -0.3 1.2 0.9
H -5.069 -4.090 1.084 0.1 -0.6 1.0
H -5.513 -5.613 0.295 0.4 0.4 -1.2
H -7.189 -3.021 0.598 -0.6 -0.3 -0.1
H -6.613 -2.622 -1.929 -0.4 0.3 0.6
H -5.598 -3.965 -1.787 0.6 0.0 0.1
H -5.215 -2.495 -0.805 0.2 0.0 -0.3
H -7.336 -5.377 -1.081 0.3 0.1 0.1
C 3.586 5.189 5.442 -0.2 -1.8 -0.1
C 4.238 5.861 4.274 -1.2 2.8 -0.5
C 3.159 6.570 3.390 -0.3 -1.6 -0.7
O 5.025 6.965 4.802 0.6 -0.7 -0.1
H 3.121 5.935 6.087 0.0 -0.1 0.1
H 4.223 4.475 5.964 0.7 0.6 0.5
H 2.840 4.450 5.147 -0.5 0.4 -0.4
H 4.796 5.250 3.565 0.4 -0.3 0.7
H 2.944 7.632 3.506 0.4 -0.2 0.5
H 2.254 5.976 3.518 -0.4 0.3 0.0
H 3.394 6.386 2.342 0.2 0.3 -0.1
H 5.012 6.828 5.752 0.3 0.2 0.1
C 2.047 -5.773 -5.611 -0.2 1.1 -1.0
C 1.387 -4.707 -4.725 -1.1 -0.5 -1.7
C -0.129 -4.616 -4.951 0.2 -0.3 -0.6
O 1.580 -5.231 -3.494 0.6 -0.4 3.3
H 1.531 -5.697 -6.569 0.2 -0.5 -0.3
H 1.947 -6.764 -5.169 -0.3 0.2 0.0
H 3.106 -5.593 -5.795 0.0 0.1 0.2
H 1.765 -3.690 -4.826 0.6 0.0 -0.2
H -0.378 -4.152 -5.905 0.0 0.2 0.0
H -0.601 -4.053 -4.146 0.0 0.1 0.0
H -0.544 -5.624 -4.971 -0.1 -0.1 0.1
H 1.072 -4.723 -2.857 0.1 0.0 0.4
```
Positions in Å, forces in eV/Å.

Spin multiplicity: 1
Frontier orbital gap in eV: 10.36
HOMO level in eV: -8.1
Largest force on an atom in Eh/bohr: 0.06480
Charge: -1
E_LUMO in eV: 2.29